162
Properties=species:S:1:pos:R:3 method="wB97M-V/def2-TZVPD" e_lumo_ha=-0.313 homo_lumo_gap_ev=1.458
H -4.1382 1.9775 3.4277
O -1.0040 6.6141 -0.3818
O -4.1489 -0.9377 -8.1165
C -2.8056 -5.8731 5.8608
H -5.1125 0.5111 3.8270
C -5.5584 -3.0178 7.7345
H -6.3954 -4.2008 3.3482
C -0.4842 1.9682 3.8855
H 2.4440 1.2479 -4.8781
C 0.5521 1.8547 2.9601
C -2.3069 -4.1984 3.7751
C 4.8512 6.6865 -3.4636
C -1.2520 -4.0297 -1.8714
O -2.5675 1.3427 5.8092
H 2.2212 -3.1259 2.5108
O -2.0077 -1.0824 -6.9440
C -4.4633 -0.1485 -9.2169
H 3.4421 5.6116 -0.0713
O 7.4437 7.7405 -3.5312
O -3.2552 4.1953 0.4218
N 1.5857 -4.0906 -3.1273
C 1.8997 1.5028 3.3112
C -5.4604 4.0282 -2.2620
C -2.0518 -3.7922 5.0498
O -1.7472 -3.0623 7.6343
C 0.9582 -4.4874 1.6420
H 2.8215 3.2605 -3.4530
C 2.5057 -1.2734 -0.6337
O 1.0958 0.4815 0.0665
O -3.3688 1.9036 -9.9456
O 7.2319 3.0000 -1.7374
C 5.7940 -4.6273 -1.8482
C -3.0632 -6.3923 4.5771
O -5.3073 -0.4127 -10.0697
H 2.7479 -4.9119 2.4255
C 6.6617 -0.5478 0.5945
C 7.0284 -1.9545 0.9907
N 7.1120 1.9871 -2.3737
C -2.1830 4.7633 0.7763
C -1.9357 -0.7619 0.0829
H 6.9978 -0.5296 -0.4422
H -5.8602 -5.8363 1.0718
O 7.3817 8.2169 -1.4143
C 3.8159 6.0491 -0.9852
H 5.9204 3.8895 1.3605
H -3.0540 -6.3270 6.8088
H 2.7425 1.3547 2.6522
N -1.4123 1.3853 6.1738
H 0.9328 2.9098 -1.9463
O -3.5678 -0.6444 -3.8177
O -4.8781 4.9189 -1.4547
C -0.0829 2.7506 -2.3086
C -1.7364 5.6498 -0.3889
C -6.6573 -5.8763 0.3293
H -6.2483 -2.7312 4.1919
O -3.4343 3.0647 -1.6972
H -0.6048 -3.1648 -2.0171
C 5.6873 0.6394 -3.8935
O 3.5647 -1.8406 -0.9244
C -2.6562 -3.5844 -1.9507
H 5.7906 -4.4181 -0.7784
C -3.4661 1.0178 -9.1163
H -3.4711 -7.3837 4.4459
N -5.5854 -0.9801 6.1061
C 5.2207 4.3106 2.0823
C 6.3756 -3.4580 -2.4740
C 1.4750 -1.5849 -3.7076
C 3.0299 5.9174 -2.1374
H 1.4734 -1.4769 -4.7922
C -3.1151 -0.6221 -4.9889
O 1.3129 -1.7992 -0.3579
C 2.1633 1.2154 4.7011
H 0.5333 -1.1998 -3.3165
C -6.7907 -4.6469 -0.4534
H -1.4696 2.3705 3.7020
C 5.8328 4.5417 3.3957
C -0.2145 2.1511 -3.6535
N -6.8307 -3.7165 -1.0567
N 6.2989 4.7045 4.3911
O -2.1948 -0.9907 2.5730
H -4.7934 -2.7406 8.4598
H 4.8316 3.6202 -2.2990
C 4.4412 0.4219 -4.4932
N -1.9929 -4.2326 7.5656
O -4.9814 1.7357 -2.6779
O -1.5381 -2.5661 -5.1812
C 3.5759 6.2895 -3.4147
H 2.1192 5.3682 -1.9491
H 2.6938 -3.8769 0.9289
H -6.5326 -6.7944 -0.2448
H 3.0672 6.0978 -4.3479
C 5.0324 6.5880 -1.0908
N -3.7384 -3.1763 -1.9693
N -0.0520 -4.8505 1.3824
H 4.3672 3.6379 2.1671
H 1.0647 0.7042 6.5179
N -0.3781 1.6459 -4.6933
H 6.5371 -0.0086 -4.0499
C 5.5088 7.0227 -2.3153
C -5.4467 -2.7334 2.2152
C -1.4396 -1.0117 1.5547
C -5.0615 1.4289 3.2413
C 3.3578 1.4015 -4.3234
C 3.5711 2.4888 -3.5476
H 4.2652 -0.3770 -5.1984
C -4.5908 2.8151 -2.2834
O -1.6616 4.5787 1.8434
H -1.5722 -2.8358 5.1970
C -2.7981 -5.5268 3.4950
C 1.0487 1.1522 5.5353
C -0.2471 1.5156 5.1758
O 3.3181 0.9323 -0.1871
C -5.6806 -3.4023 3.5473
C 1.5817 -3.0098 -3.3688
H -2.9118 -5.7805 2.4514
C 5.7557 1.7460 -3.0138
H -0.5349 3.7418 -2.3435
N -5.5511 1.0730 0.6965
H -1.0900 -4.6019 -2.7848
H -0.9697 -4.8339 -1.1920
O -1.0365 1.5995 7.3343
H 3.1538 0.9224 5.0165
C 2.3048 -4.0464 1.9329
H 4.8015 -4.9139 -2.1957
B -3.1805 -0.2728 -7.2604
O -2.5340 5.3160 -1.4860
H -6.5642 -3.1909 8.1173
In -5.7394 -0.8905 -1.6986
H 5.6687 6.8727 -0.2659
H 2.3509 -1.1188 -3.2562
H -0.6803 2.1970 -1.5842
O -3.1310 -0.7300 -0.2481
C -2.0794 -1.6261 -5.7356
H -5.8695 2.0685 3.5964
B 0.3165 -0.7921 0.1420
O -3.6250 0.1738 -5.9388
H 7.2950 0.2048 1.0642
H 0.4892 2.1271 1.9169
H 5.3064 6.6946 -4.4429
H 5.6218 -0.2591 0.7473
C -2.2992 -4.6185 6.1584
N 7.3355 -2.9836 1.3096
O -2.1657 -4.9422 8.5756
H 4.7278 5.2444 1.8119
C -5.2946 1.2344 1.8299
C -5.5611 -1.9154 6.7955
N 6.8977 7.7181 -2.4213
H -2.0669 -3.6067 2.9041
C 2.3410 0.2322 -0.3070
O -0.8630 -0.8479 -0.6834
C 4.7411 2.7105 -2.8740
O -6.5114 4.2257 -2.8540
N -5.2965 -2.1908 1.1674
B -3.5267 4.3322 -1.0468
H -4.6944 -3.6628 3.9317
O 8.0293 1.1464 -2.4385
O -2.7063 0.8224 -8.0683
N 6.8661 -2.5023 -2.9704
H -5.1331 -3.8659 7.1978
O -0.1206 -1.0690 1.4548
H -7.5648 -5.9214 0.9314
H 6.4236 -5.5170 -1.8632